*A*
Entry from OMol25: 2 unconnected molecules or ions with the total composition C4H8O2 (ωB97M-V/def2-TZVPD).

```
14
Properties=species:S:1:pos:R:3:nbo_charge:R:1
C -0.814 1.659 0.544 -0.60
C -0.915 0.085 0.287 -0.51
C 0.252 0.245 -0.599 0.43
O 1.398 0.228 -0.201 -0.58
H -1.760 2.124 0.307 0.22
H -0.475 1.762 1.571 0.24
H -0.052 2.225 -0.035 0.24
H -0.733 -0.506 1.197 0.23
H -1.846 -0.271 -0.184 0.23
H -0.046 0.609 -1.600 0.13
C 1.331 -2.098 -0.185 0.29
O 1.869 -2.375 -1.224 -0.53
H 0.237 -1.932 -0.117 0.09
H 1.856 -1.991 0.783 0.12
```

Computed properties:
**Structure (SMILES)**: CCC=O.C=O
**Orbital gap**: 10.37 eV



*B*
Entry from OMol25: C4H8O2 in the gas phase (ωB97M-V/def2-TZVPD).

```
14
Properties=species:S:1:pos:R:3:nbo_charge:R:1
C 2.095 -0.411 -0.013 -0.54
C 0.846 0.027 -0.176 0.34
O 0.599 1.367 -0.353 -0.71
C -0.418 -0.794 -0.156 -0.49
C -1.607 -0.075 0.503 -0.05
O -2.135 0.960 -0.293 -0.72
H 2.354 -1.462 -0.008 0.22
H 2.906 0.301 0.118 0.19
H 1.450 1.783 -0.548 0.49
H -0.721 -1.059 -1.176 0.23
H -0.210 -1.725 0.382 0.23
H -1.322 0.289 1.503 0.16
H -2.420 -0.796 0.639 0.18
H -1.417 1.595 -0.422 0.48
```

Computed properties:
**Structure (SMILES)**: C=C(O)CCO
**Orbital gap**: 9.90 eV



Pick *B*: it beats the second-best structure by 1.672 eV.



*A*
Entry from OMol25: C4H8O2 in the gas phase (ωB97M-V/def2-TZVPD).

```
14
Properties=species:S:1:pos:R:3:nbo_charge:R:1
C -0.672 -1.465 -1.835 -0.26
O 0.473 -0.658 -1.725 -0.50
C 0.679 -0.096 -0.507 0.04
C 0.040 -0.388 0.630 0.02
O 0.212 0.280 1.809 -0.52
C 0.331 1.689 1.764 -0.25
H -0.808 -1.656 -2.899 0.20
H -0.563 -2.411 -1.292 0.17
H -1.542 -0.949 -1.416 0.18
H 1.439 0.676 -0.574 0.19
H -0.655 -1.215 0.745 0.19
H 0.324 2.072 0.740 0.18
H -0.514 2.126 2.303 0.18
H 1.257 1.995 2.258 0.18
```

Computed properties:
**Structure (SMILES)**: CO/C=C/OC
**Orbital gap**: 9.19 eV



*B*
Entry from OMol25: a molecular structure, C4H8O2 (ωB97M-V/def2-TZVPD).

```
14
Properties=species:S:1:pos:R:3:nbo_charge:R:1
C -1.823 -0.516 0.928 -0.25
O -0.699 0.317 0.992 -0.52
C 0.329 -0.193 0.215 -0.04
C 0.393 -0.132 -1.251 -0.52
C 1.602 0.496 0.109 0.21
O 1.908 1.751 -0.325 -0.68
H -2.580 -0.062 1.566 0.20
H -2.199 -0.599 -0.102 0.17
H -1.590 -1.529 1.295 0.16
H 0.621 -1.219 0.491 0.18
H 0.350 -1.024 -1.876 0.21
H -0.149 0.719 -1.705 0.19
H 1.457 1.797 -1.172 0.49
H 2.378 0.194 0.836 0.19
```

Computed properties:
**Orbital gap**: 9.34 eV



Pick *A*: it beats the second-best structure by 1.996 eV.



*A*
Entry from OMol25: C4H8O2 in the gas phase (ωB97M-V/def2-TZVPD).

```
14
Properties=species:S:1:pos:R:3:nbo_charge:R:1
C -1.789 0.605 0.111 -0.25
O -1.253 -0.715 0.101 -0.57
C 0.138 -0.868 0.857 -0.09
C 0.750 -0.698 -0.437 0.04
C 1.494 0.499 -0.715 -0.10
O 2.288 -0.420 -0.052 -0.55
H -1.005 1.356 0.141 0.16
H -2.410 0.858 -0.762 0.19
H -2.424 0.747 0.978 0.17
H 0.405 -0.078 1.589 0.20
H 0.245 -1.873 1.312 0.21
H 0.557 -1.479 -1.171 0.22
H 1.242 1.422 -0.196 0.16
H 1.762 0.645 -1.756 0.18
```

Computed properties:
**Structure (SMILES)**: COC[C@H]1CO1
**Orbital gap**: 10.64 eV



*B*
Entry from OMol25: C4H8O2 in the gas phase (ωB97M-V/def2-TZVPD).

```
14
Properties=species:S:1:pos:R:3:nbo_charge:R:1
C -1.911 -0.489 -0.499 -0.62
C -0.524 -0.068 -0.956 -0.06
O 0.016 0.776 0.053 -0.54
C 1.414 0.768 0.256 -0.16
C 1.662 -0.142 1.450 0.42
O 2.162 -1.237 1.373 -0.51
H -2.451 0.387 -0.129 0.22
H -1.848 -1.219 0.313 0.21
H -2.483 -0.929 -1.321 0.21
H 0.109 -0.949 -1.137 0.18
H -0.579 0.498 -1.898 0.17
H 1.718 1.796 0.494 0.19
H 1.989 0.414 -0.609 0.19
H 1.278 0.252 2.415 0.11
```

Computed properties:
**Structure (SMILES)**: CCOCC=O
**Orbital gap**: 10.60 eV



Pick *B*: it beats the second-best structure by 2.355 eV.



*A*
Entry from OMol25: 4 unconnected molecules or ions with the total composition C3H13NO3 (ωB97M-V/def2-TZVPD).

```
20
Properties=species:S:1:pos:R:3:nbo_charge:R:1
C 2.033 0.185 2.393 -0.70
C 1.318 -0.016 1.133 0.07
C 0.825 -1.259 0.757 0.12
N -0.151 -1.369 -0.175 -0.71
H 1.330 0.683 3.081 0.29
H 2.860 0.887 2.275 0.28
H 2.334 -0.741 2.866 0.25
H 1.020 0.860 0.559 0.24
H 1.134 -2.136 1.322 0.22
H -0.672 -2.234 -0.036 0.41
H 0.212 -1.302 -1.164 0.48
H -0.917 -0.276 -2.577 0.48
H 0.330 0.119 -3.261 0.51
O -0.089 -0.672 -2.881 -0.94
H -2.053 -0.114 -0.118 0.46
H -2.969 0.629 0.857 0.49
O -2.792 0.509 -0.087 -0.94
H -1.253 2.843 -1.823 0.49
H -1.594 1.463 -1.314 0.48
O -0.907 1.942 -1.806 -0.98
```

Computed properties:
**Spin multiplicity**: 2
**Total charge**: +1
**Orbital gap (spin up / spin down)**: 10.67 / 7.15 eV



*B*
Entry from OMol25: 4 unconnected molecules or ions with the total composition C3H13NO3 (ωB97M-V/def2-TZVPD).

```
20
Properties=species:S:1:pos:R:3:nbo_charge:R:1
C 2.174 -1.096 0.494 -0.62
C 2.020 0.308 -0.147 -0.29
C 0.140 1.004 -1.301 0.03
N 0.695 0.908 -0.169 -0.02
H 3.254 -1.176 0.363 0.25
H 1.862 -1.183 1.557 0.25
H 1.523 -1.865 -0.007 0.25
H 2.399 0.115 -1.246 0.30
H 2.658 0.959 0.440 0.25
H 0.583 0.703 -2.260 0.29
H -0.855 1.482 -1.357 0.27
H -2.149 -1.002 -0.883 0.48
H -2.034 -2.438 -1.397 0.50
O -1.515 -1.573 -1.305 -0.99
H -0.102 1.312 1.642 0.47
H -1.187 1.038 2.830 0.51
O -1.095 1.169 1.869 -0.94
H -3.316 0.697 0.775 0.50
H -2.049 0.408 0.125 0.46
O -3.005 0.231 -0.022 -0.94
```

Computed properties:
**Spin multiplicity**: 2
**Total charge**: +1
**Orbital gap (spin up / spin down)**: 9.49 / 4.89 eV



Pick *A*: it beats the second-best structure by 2.579 eV.



*A*
Entry from OMol25: 2 unconnected molecules or ions with the total composition C6H15P (ωB97M-V/def2-TZVPD).

```
22
Properties=species:S:1:pos:R:3:nbo_charge:R:1
C 1.998 0.341 -0.164 -0.04
C 2.136 2.329 -1.877 -0.62
C -2.691 -1.089 0.030 -0.96
C -0.253 -2.269 0.605 -0.94
C -0.818 0.063 1.930 -0.95
C 1.420 1.204 -1.182 -0.58
P -0.944 -0.623 0.167 0.80
H 2.852 0.895 0.108 0.08
H 1.485 2.979 -2.620 0.21
H 2.926 2.064 -2.490 0.21
H 2.475 2.907 -1.089 0.20
H -2.814 -1.633 -1.021 0.24
H -2.818 -1.873 0.709 0.21
H -3.352 -0.141 0.145 0.24
H 0.817 -2.318 0.842 0.25
H -0.811 -2.778 1.376 0.20
H -0.395 -2.874 -0.342 0.22
H 0.116 0.512 2.305 0.24
H -1.721 0.805 2.093 0.22
H -1.107 -0.737 2.667 0.21
H 0.689 0.648 -1.808 0.24
H 0.809 1.588 -0.384 0.30
```

Computed properties:
**Orbital gap**: 8.23 eV



*B*
Entry from OMol25: 2 unconnected molecules or ions with the total composition C6H15P (ωB97M-V/def2-TZVPD).

```
22
Properties=species:S:1:pos:R:3:nbo_charge:R:1
C 2.037 -0.465 -0.571 -0.67
C 1.285 1.810 0.306 -0.67
C -0.814 -0.728 1.413 -0.67
C -1.201 -1.535 -0.982 -0.68
C 1.080 0.674 -0.630 -0.07
C -1.075 -0.384 -0.022 -0.22
P -2.048 1.090 -0.403 0.32
H 2.198 -0.790 0.455 0.21
H 3.005 -0.166 -0.984 0.22
H 1.686 -1.310 -1.162 0.21
H 1.532 1.464 1.310 0.21
H 0.400 2.442 0.353 0.22
H 2.110 2.438 -0.044 0.22
H -0.580 0.164 1.992 0.21
H -1.691 -1.198 1.866 0.21
H 0.016 -1.429 1.495 0.21
H -1.274 -2.476 -0.438 0.21
H -0.345 -1.609 -1.653 0.22
H -2.090 -1.424 -1.604 0.22
H 0.760 0.956 -1.625 0.19
H -1.727 1.787 0.757 -0.04
H -3.265 0.689 0.174 -0.05
```

Computed properties:
**Orbital gap (spin up / spin down)**: 8.31 / 8.28 eV



Pick *B*: it beats the second-best structure by 2.345 eV.



*A*
Entry from OMol25: C4H3NO2 in the gas phase (ωB97M-V/def2-TZVPD).

```
10
Properties=species:S:1:pos:R:3:nbo_charge:R:1
C -2.468 1.344 -0.867 -0.12
C -1.467 0.769 -0.592 -0.10
C -0.275 0.099 -0.220 0.39
N 0.472 -0.635 -0.972 -0.10
O 1.563 -0.998 -0.133 -0.39
C 1.316 -0.599 1.209 0.22
O 0.226 0.297 1.050 -0.48
H -3.358 1.937 -1.084 0.25
H 0.974 -1.459 1.731 0.15
H 2.134 -0.103 1.643 0.18
```

Computed properties:
**Structure (SMILES)**: C#CC1=NOCO1
**Orbital gap**: 9.94 eV



*B*
Entry from OMol25: C4H3NO2 in the gas phase (ωB97M-V/def2-TZVPD).

```
10
Properties=species:S:1:pos:R:3:nbo_charge:R:1
N -1.209 2.383 1.573 -0.29
C -0.641 1.416 1.072 0.22
C -0.173 -0.032 0.844 -0.09
O 1.137 -0.152 0.368 -0.50
C 0.931 -0.737 -1.043 -0.14
C -0.561 -0.376 -0.633 0.57
O -1.754 -0.332 -1.093 -0.46
H -0.372 -0.325 1.872 0.26
H 1.187 -0.119 -1.777 0.20
H 1.455 -1.725 -1.183 0.23
```

Computed properties:
**Structure (SMILES)**: N#C[C@@H]1OCC1=O
**Orbital gap**: 10.62 eV



*C*
Entry from OMol25: C4H3NO2 in the gas phase (ωB97M-V/def2-TZVPD).

```
10
Properties=species:S:1:pos:R:3:nbo_charge:R:1
H 2.748 0.644 0.003 0.36
N 2.244 -0.241 0.074 -0.60
C 1.003 -0.045 0.047 0.50
C -0.073 -1.044 0.125 -0.21
C -1.248 -0.440 0.065 -0.27
C -0.999 1.007 -0.058 0.74
O -1.773 1.909 -0.155 -0.51
O 0.381 1.188 -0.067 -0.50
H -0.051 -2.087 -0.120 0.24
H -2.232 -0.889 0.086 0.24
```

Computed properties:
**Structure (SMILES)**: [H]/N=C1/C=CC(=O)O1
**Orbital gap**: 10.12 eV



*D*
Entry from OMol25: C4H3NO2 in the gas phase (ωB97M-V/def2-TZVPD).

```
10
Properties=species:S:1:pos:R:3:nbo_charge:R:1
O -1.035 -1.349 -0.863 -0.47
C -1.120 -2.096 0.244 0.15
C -0.297 -0.277 -0.458 0.73
N -0.810 0.690 0.208 -0.47
C 0.292 1.477 0.492 -0.10
C 1.398 0.910 -0.033 0.04
O 1.013 -0.254 -0.664 -0.40
H -2.062 -2.652 0.098 0.08
H 0.181 2.385 1.063 0.22
H 2.441 1.167 -0.088 0.22
```

Computed properties:
**Orbital gap**: 9.28 eV



Pick *C*: it beats the second-best structure by 3.720 eV.